No. 1
Density functional theory data (ωB97M-V/def2-TZVPD) for a cluster of 2 separate species, C8H16OSi in total.

Properties
E_LUMO (spin up / spin down) = -0.03 / -0.07 eV
ΔE to the lowest compared entry with this formula, charge and spin = 522.3 kJ/mol
Frontier orbital gap (spin up / spin down) = 7.2 / 6.8 eV

Each line ends with the Mulliken charge.
Element x y z (Å)
C 2.67050 2.27669 0.49849  -0.1427
C 2.15550 1.18783 0.72087  -0.6061
C 1.21917 -0.41045 2.39783  -1.4485
C 2.21268 -0.88810 -1.18355  -0.6741
C -1.75348 1.02164 -1.99107  -1.0541
C -1.15598 -1.70521 -0.50717  -1.0655
C -2.75897 0.76292 0.73115  -1.1007
C 1.45631 -0.00288 0.93178  0.7043
O 1.97830 -1.11123 0.16775  -0.3036
Si -1.31193 0.18251 -0.28516  0.3830
H 3.22311 3.13532 0.51800  0.5444
H 0.96545 -1.45624 2.45771  0.3720
H 2.15791 -0.49189 2.94641  0.4078
H 0.47654 0.22345 2.95102  0.2923
H 2.53804 -1.82656 -1.58521  0.2479
H 3.02195 -0.18686 -1.39375  0.3012
H 1.29035 -0.66479 -1.57355  0.1653
H -2.84974 1.10625 -1.80396  0.2908
H -1.11616 1.89090 -2.19952  0.3166
H -1.73642 0.25839 -2.84241  0.3111
H -1.28345 -2.36367 0.35449  0.3502
H -2.10112 -1.92007 -1.01561  0.3974
H -0.30234 -1.97057 -1.17648  0.2853
H -2.90515 0.25870 1.70678  0.3389
H -2.40740 1.84623 0.92703  0.2517
H -3.68368 0.84771 0.24813  0.4354

No. 2
Density functional theory data (ωB97M-V/def2-TZVPD) for a cluster of 2 separate species, C8H16S2 in total.

Properties
E_LUMO = 0.82 eV
ΔE to the lowest compared entry with this formula, charge and spin = 0.0 kJ/mol
SMILES = C1CCSC1.C1CCSC1
Frontier orbital gap = 9.2 eV

Each line ends with the Mulliken charge.
Element x y z (Å)
S -0.92840 1.72959 4.23806  -0.1907
C 0.50008 2.66839 3.58865  -0.4580
C -0.03109 0.13639 4.25221  -0.5854
C 1.71391 1.75796 3.75007  -0.6579
C 1.22680 0.35138 3.41567  -0.3901
H 0.32592 2.91869 2.52448  0.2149
H 0.59503 3.61956 4.14694  0.3521
H 0.22295 -0.13638 5.29457  0.3662
H -0.68971 -0.65618 3.84787  0.3190
H 2.55029 2.08365 3.10214  0.3147
H 2.06832 1.78928 4.79834  0.2787
H 1.98817 -0.42389 3.62720  0.3014
H 0.97516 0.29113 2.33934  0.1351
S -0.62276 1.46799 -1.02804  -0.1905
C -1.25905 -0.23904 -0.87046  -0.5857
C -2.18989 2.23352 -0.47878  -0.4582
C -2.54699 -0.13765 -0.05853  -0.3961
C -3.24361 1.13158 -0.53951  -0.6577
H -1.45219 -0.65675 -1.87727  0.3667
H -0.49026 -0.87102 -0.38568  0.3189
H -2.07242 2.61891 0.55231  0.2154
H -2.42466 3.09368 -1.13487  0.3523
H -3.17436 -1.04096 -0.18454  0.3012
H -2.30452 -0.04371 1.01751  0.1401
H -4.12994 1.38811 0.07210  0.3149
H -3.58344 0.99604 -1.58431  0.2787

No. 3
Density functional theory data (ωB97M-V/def2-TZVPD) for a structure of composition C8H16S5V.

Properties
Total charge = +1
E_LUMO (spin up / spin down) = -3.21 / -3.29 eV
⟨S²⟩ = 2.16
2S+1 = 3
ΔE to the lowest compared entry with this formula, charge and spin = 0.0 kJ/mol
Frontier orbital gap (spin up / spin down) = 7.1 / 8.7 eV

Each line ends with the Mulliken charge.
Element x y z (Å)
V 0.07795 -0.47194 1.89858  0.3004
C -2.15983 -1.25891 -0.55801  -0.5866
C -2.95391 -0.21612 0.20810  -0.8160
S -1.95207 0.93045 1.19911  -0.0005
C -1.05784 1.85779 -0.08040  -0.0878
C -0.02085 2.75157 0.58446  -0.9012
S 1.15443 1.88490 1.68816  0.0122
C 2.57490 1.57789 0.59635  -0.8384
C 2.35120 0.55364 -0.50461  -0.4880
S 1.94152 -1.05892 0.23481  0.0438
C 1.05225 -1.88296 -1.12143  -0.5950
C 0.09797 -2.92699 -0.55585  -0.7694
S -1.16039 -2.27634 0.58437  0.0481
H -1.50649 -0.79412 -1.29429  0.3038
H -2.84159 -1.92891 -1.08243  0.4595
H -3.62411 -0.68546 0.92917  0.4264
H -3.56653 0.37237 -0.47520  0.4433
H -1.75478 2.46160 -0.66420  0.5154
H -0.57635 1.14397 -0.75041  -0.1779
H -0.49995 3.50492 1.20911  0.4364
H 0.56873 3.27744 -0.16703  0.4467
H 3.37185 1.26090 1.27068  0.4193
H 2.87310 2.53599 0.16991  0.4719
H 3.26390 0.44618 -1.09114  0.4350
H 1.54507 0.85618 -1.17327  0.2881
H 1.77598 -2.36981 -1.77478  0.4641
H 0.52491 -1.12751 -1.70385  0.3201
H 0.63605 -3.67716 0.02414  0.4514
H -0.42380 -3.44219 -1.36249  0.4478
S 0.28870 -1.29846 3.76244  -0.4731

No. 4
Density functional theory data (ωB97M-V/def2-TZVPD) for a structure of composition C8H17BiP2.

Properties
E_LUMO = 0.01 eV
Frontier orbital gap = 5.4 eV

Each line ends with the Mulliken charge.
Element x y z (Å)
C -0.38563 0.17430 -2.06792  -0.5102
C -1.18555 1.36500 -1.68129  -0.8941
C -0.27446 2.37916 -1.27382  -0.5255
C 1.03547 1.86722 -1.38739  -0.4483
C 0.99510 0.56232 -1.90916  -0.5560
Bi -1.12476 -0.50118 0.21504  0.4858
P -0.19145 -3.08124 0.36644  -0.2859
H -0.74544 -0.61826 -2.71524  0.6507
H -2.24645 1.50738 -1.91441  0.5071
H -0.54115 3.36227 -0.87439  0.4109
H 1.85717 -0.00161 -2.25683  0.3989
H 1.93867 2.45966 -1.22207  0.4331
H 1.09662 -3.42133 -0.16800  0.1182
H -1.11998 -4.00367 -0.26165  0.1321
H -0.14844 -3.56188 1.72127  0.0999
C -0.25942 -0.56940 4.33163  -1.2382
P 0.22076 0.00654 2.65378  0.4125
C 0.19992 1.80554 2.97193  -1.1387
C 1.99890 -0.36910 2.74038  -1.1026
H -1.29991 -0.30334 4.56535  0.3428
H 0.41141 -0.08945 5.06400  0.3330
H -0.15840 -1.66140 4.41134  0.3255
H 0.72032 1.99850 3.92539  0.3494
H 0.71701 2.32066 2.15016  0.3423
H -0.84706 2.15301 3.02568  0.3381
H 2.37459 -0.00698 3.70999  0.3695
H 2.13600 -1.45797 2.64603  0.3198
H 2.50554 0.14366 1.91417  0.3302

No. 5
Density functional theory data (ωB97M-V/def2-TZVPD) for a structure of composition C8H17Br6O4P.

Properties
E_LUMO = -0.33 eV
ΔE to the lowest compared entry with this formula, charge and spin = 85.0 kJ/mol
Frontier orbital gap = 9.8 eV

Each line ends with the Mulliken charge.
Element x y z (Å)
C -2.43578 -27.97121 21.31090  0.6119
Br -3.80165 -28.76376 20.13099  -0.0428
Br -1.66776 -26.28599 20.74603  -0.0171
Br -1.03641 -29.32245 21.48200  -0.0305
H -2.83205 -27.78443 22.29834  -0.5699
C -3.17869 -27.00208 26.93875  0.1610
Br -1.36243 -26.48226 27.33674  -0.0118
Br -3.41856 -27.05502 24.99218  -0.0603
Br -4.53561 -25.74314 27.62385  -0.0574
H -3.42936 -28.00197 27.27339  -0.0722
C -3.72280 -34.70835 27.95993  -1.1468
C -4.16565 -33.22496 27.85349  -0.3280
O -3.49712 -32.56616 26.76992  -0.3100
P -3.59638 -30.96164 26.75777  0.6178
O -3.52350 -30.41580 28.12669  -0.7784
O -2.53645 -30.41336 25.68122  0.2028
C -1.48274 -31.23641 25.21351  -0.0993
C -0.10917 -30.54328 25.36178  -1.2423
O -4.96597 -30.66521 26.00636  -0.3484
C -5.29203 -30.90677 24.62406  -0.4257
C -4.98053 -29.69067 23.80319  -0.3743
H -3.93324 -35.28277 27.06022  0.2989
H -2.62856 -34.75020 27.98258  0.3142
H -4.13782 -35.08043 28.89171  0.3511
H -5.18173 -33.38126 27.47219  0.2330
H -4.27322 -32.74307 28.81819  0.4204
H -1.38612 -32.29190 25.47190  0.3733
H -1.60630 -31.33959 24.12692  0.2129
H 0.63487 -31.09507 24.79300  0.3787
H -0.18896 -29.50687 25.03158  0.2720
H 0.16546 -30.46373 26.41545  0.3519
H -4.78439 -31.82984 24.33073  0.2798
H -6.34598 -31.19239 24.62352  0.3667
H -3.92680 -29.52477 24.04146  -0.1791
H -5.05511 -29.87077 22.73287  0.2653
H -5.43101 -28.76973 24.15801  0.3826

No. 6
Density functional theory data (ωB97M-V/def2-TZVPD) for a structure of composition C8H17CdO9Rb.

Properties
Total charge = +3
E_LUMO (spin up / spin down) = -13.75 / -14.40 eV
⟨S²⟩ = 0.75
2S+1 = 2
Frontier orbital gap (spin up / spin down) = 4.5 / 3.9 eV

Each line ends with the Mulliken charge.
Element x y z (Å)
Rb -4.23480 2.24588 -1.01957  1.0005
Cd 0.53183 3.31655 -2.56190  1.2555
C -0.01403 0.49669 0.71021  -0.7714
C -0.64940 1.71014 0.07988  0.0761
O -0.34107 1.76430 -1.30831  -0.4723
H -0.22603 -0.45809 0.22901  0.0349
H -0.31876 0.38037 1.75026  0.4657
H 1.06329 0.58590 0.84998  0.0521
H -0.11442 2.54497 0.53260  0.1472
H -1.69408 1.80535 0.37596  0.0371
C 3.09084 -1.24284 -0.45329  -0.1150
C 3.84890 0.04432 -0.17701  -0.1314
O 4.29298 -0.20543 1.14843  -0.2832
C 3.69647 -1.28499 1.68354  0.8908
O 3.69254 -1.64356 2.89470  -0.0250
O 3.00734 -1.83640 0.77995  -0.2702
H 3.68049 -1.85641 -1.13441  0.3666
H 2.13427 -1.21202 -0.97495  0.0888
H 3.21614 0.93113 -0.21287  0.1712
H 4.72594 0.24781 -0.79141  0.3402
C -2.51091 -2.70042 -0.21402  -0.2039
C -2.80647 -2.77352 1.28040  -0.2642
O -3.71755 -1.71842 1.57555  -0.3045
C -4.06618 -1.12265 0.37545  0.6438
O -4.94239 -0.34222 0.26919  -0.5252
O -3.18735 -1.55793 -0.60781  -0.3394
H -2.81807 -3.57911 -0.78117  0.3165
H -1.45246 -2.75129 -0.46937  0.1633
H -1.88208 -2.61510 1.83584  0.2488
H -3.28996 -3.71946 1.52440  0.2942
O -0.14200 5.75634 0.71877  -0.5667
H 0.25120 4.93550 0.42237  0.2026
H 0.57945 6.38533 0.70897  0.3584
O 0.34977 -0.11025 -3.36718  -0.5963
H 0.13961 -0.95523 -2.96961  0.3136
H 0.10711 0.53460 -2.70271  0.4010

No. 7
Density functional theory data (ωB97M-V/def2-TZVPD) for a cluster of 8 separate species, C8H17Cl14NO2 in total.

Properties
Total charge = -1
E_LUMO (spin up / spin down) = 2.32 / 2.31 eV
⟨S²⟩ = 0.75
2S+1 = 2
ΔE to the lowest compared entry with this formula, charge and spin = 38.6 kJ/mol
Frontier orbital gap (spin up / spin down) = 3.2 / 7.3 eV

Each line ends with the Mulliken charge.
Element x y z (Å)
C -0.45408 -0.10507 0.66591  -0.1521
N 0.28836 0.02890 -0.66804  1.0172
O -0.14747 -0.60449 -1.63380  -0.7971
O 1.24704 0.73915 -0.64270  -0.7724
H -1.42360 0.36671 0.50605  -0.1272
H 0.11658 0.30103 1.50108  0.2052
H -0.65030 -1.14700 0.91884  -0.2368
C 2.97172 -3.02090 2.65538  -0.2494
Cl 2.31829 -1.43191 2.34638  -0.0240
Cl 2.06141 -3.78213 3.96385  -0.1842
H 2.93404 -3.56007 1.70883  0.1348
H 4.03873 -3.03649 2.87749  0.3198
C 1.53907 -3.69422 -1.99507  -0.0477
Cl 1.16868 -5.16809 -2.98172  -0.2212
Cl 0.64288 -3.64509 -0.52465  -0.0915
H 2.58938 -3.68678 -1.70372  0.2661
H 1.30445 -2.79096 -2.55826  0.0633
C -2.81090 -2.65626 2.71195  -0.1989
Cl -3.01654 -4.35541 2.43789  -0.1853
Cl -3.26026 -1.54193 1.46409  -0.0963
H -3.36308 -2.52220 3.64212  0.3234
H -1.73578 -2.48995 2.77939  0.1493
C 2.64733 0.81773 -4.86961  -0.3684
Cl 3.62419 -0.26347 -5.98130  -0.2309
Cl 2.21394 0.03663 -3.33486  -0.0186
H 3.22473 1.70735 -4.61802  0.3189
H 1.77004 1.10258 -5.45041  0.2626
C 1.16794 3.59900 1.83839  0.4606
Cl 2.52252 2.67306 2.50535  -0.1796
Cl 1.64519 5.24874 1.48153  -0.2016
H 0.92292 3.16084 0.87088  -0.2336
H 0.33239 3.45307 2.52298  0.1152
C -1.38009 2.30720 -2.71608  0.0777
Cl -2.87809 1.44976 -2.19538  -0.1783
Cl -0.81464 3.38936 -1.35609  -0.1225
H -0.65270 1.50150 -2.81535  -0.1806
H -1.58251 2.69240 -3.71545  0.3876
C -3.87511 2.86339 2.18017  -0.4035
Cl -4.35698 4.29995 1.19519  -0.1915
Cl -2.21069 2.52803 1.86282  0.0536
H -4.06746 3.12748 3.22006  0.3012
H -4.61150 2.10875 1.90386  0.2367

No. 8
Density functional theory data (ωB97M-V/def2-TZVPD) for a structure of composition C8H17CrF5N2O3STe.

Properties
E_LUMO (spin up / spin down) = -0.09 / -1.33 eV
⟨S²⟩ = 6.06
2S+1 = 5
ΔE to the lowest compared entry with this formula, charge and spin = 297.3 kJ/mol
Frontier orbital gap (spin up / spin down) = 8.0 / 8.3 eV

Each line ends with the Mulliken charge.
Element x y z (Å)
Cr 0.71469 -0.34229 0.35865  0.4505
C -0.87646 1.24513 -1.63465  -0.7286
C -1.15627 1.79763 -0.23986  -0.9422
N -0.99279 0.75955 0.80663  0.1647
C -2.20488 -0.03538 1.12064  -0.9405
C -2.62392 -0.98243 0.00459  -0.6476
S -1.24711 -2.04813 -0.52284  0.0471
C -1.06593 -1.68222 -2.29207  -0.7233
C 0.12534 -0.77748 -2.61338  -0.7979
N 0.27029 0.30987 -1.62951  0.0587
H -0.70389 2.07346 -2.32520  0.4465
H -1.74467 0.70716 -2.00483  0.3105
H -2.16308 2.22354 -0.20071  0.4919
H -0.45153 2.59527 -0.01162  0.3217
H -0.71409 1.23668 1.66251  0.3802
H -3.03284 0.64333 1.35055  0.3966
H -1.96656 -0.62004 2.00787  0.4120
H -3.03340 -0.45625 -0.85669  0.3515
H -3.41541 -1.62400 0.39029  0.4978
H -2.00910 -1.28659 -2.66899  0.4891
H -0.91381 -2.64117 -2.78505  0.4625
H 0.00543 -0.36694 -3.62179  0.3953
H 1.04322 -1.35982 -2.58160  0.3809
H 1.12850 0.83206 -1.81548  0.3905
F -0.42379 -2.34434 2.13568  -0.5626
Te 1.54769 -2.88341 1.65779  1.8559
F 3.40957 -3.09592 1.52865  -0.4340
F 1.45196 -4.78778 1.11810  -0.4741
F 1.55202 -2.22316 -0.45572  -0.6063
F 1.72208 -3.26044 3.49017  -0.4194
O 1.79672 -0.99596 1.74754  -0.6928
C 2.41894 3.27667 1.77516  -0.7307
O 1.63929 2.07396 1.65065  -0.2119
C 1.73415 1.43055 0.46895  0.3944
O 2.35601 1.90018 -0.46316  -0.6191
H 2.24672 3.63766 2.78404  0.2417
H 2.10385 4.01682 1.04047  0.3047
H 3.47304 3.05424 1.62426  0.2862